The following is a DFT calculation (wB97M-V/def2-TZVPD) of a molecular structure, C23H16O5PPd at a distorted geometry.

As for the charge: +3. Its spin multiplicity is 5. Its frontier orbital gap (spin up / spin down) is 5.15 / 4.17 eV.

Cartesian coordinates (Å):
Pd: 0.0883 0.5124 -2.4205
P: 0.2223 0.1475 -0.1921
O: 2.4637 -0.1687 -4.3196
O: -0.1099 0.1088 -6.0337
O: -1.0581 -2.1544 -2.7206
O: -1.6988 3.0555 -2.7986
O: -3.0487 0.6703 -2.7853
C: 1.6735 -4.0008 1.2031
C: -3.4134 -0.0882 1.7188
C: -1.7997 1.8769 0.5738
C: -1.2006 2.0286 -2.6486
C: 0.6938 -1.5315 0.3179
C: -0.3995 0.1306 -4.9264
C: 1.3804 1.1412 0.8138
C: 1.4013 -2.3619 -0.5576
C: 3.6679 1.8566 1.1886
C: -3.7899 1.2544 1.7891
C: 3.3163 2.3873 2.4355
C: -1.3233 -0.9738 -2.8515
C: 0.4870 -1.9397 1.6446
C: 1.0248 1.6661 2.0698
C: 2.7146 1.2309 0.3800
C: -3.0025 2.2354 1.1823
C: 1.9876 2.3016 2.8632
C: 1.5200 0.0940 -3.7127
C: 0.9528 -3.1817 2.0779
C: -2.2359 -0.4579 1.0644
C: -2.6897 -0.4953 -3.1356
C: -1.3818 0.5357 0.5691
C: 1.8921 -3.5889 -0.1137
H: 2.4482 -4.2141 -0.8120
H: -0.0039 1.5876 2.4368
H: -3.3013 3.2848 1.1918
H: -3.3570 -1.2597 -3.5587
H: -4.7091 1.5406 2.2997
H: -1.1706 2.6383 0.1053
H: -0.0562 -1.2974 2.3371
H: 2.9868 0.8107 -0.5954
H: 1.5421 -2.0482 -1.5920
H: 1.6960 2.7197 3.8251
H: -4.0297 -0.8605 2.1784
H: 2.0590 -4.9615 1.5438
H: 0.7600 -3.5002 3.1030
H: -1.9667 -1.5105 0.9638
H: 4.6975 1.9121 0.8381
H: 4.0702 2.8672 3.0602

These are the Löwdin partial charges, in e, on atoms 1 to 2: atom 1 (Pd): 0.66, atom 2 (P): 1.01

=====

The following is a DFT calculation (wB97M-V/def2-TZVPD) of a molecular structure, C23H17F10N5OOs at a distorted geometry.

As for the charge: +2. Its spin multiplicity is 5. The value obtained for the energy above the lowest of the compared OMol25 structures with the same formula, charge and spin is 0.00 kJ/mol. Its frontier orbital gap (spin up / spin down) is 8.46 / 5.81 eV.

Cartesian coordinates (Å):
Os: -7.2018 7.0135 14.8164
F: -5.9153 2.2009 11.2219
F: -3.2258 2.7108 11.6562
F: -7.5644 9.4284 12.4445
F: -4.1319 5.4729 15.2032
F: -7.6954 3.2563 12.9553
F: -6.1457 12.9623 16.4514
F: -6.0717 13.7804 13.7210
F: -7.6572 10.7267 17.0225
F: -7.1178 12.2243 11.7810
F: -2.4378 4.4288 13.5380
O: -2.4111 8.1139 10.5725
N: -9.1424 6.2661 15.4352
N: -5.6451 7.8713 14.1558
N: -4.0996 6.6132 10.4050
N: -8.1203 8.7356 15.0249
N: -6.8886 5.0823 14.9841
C: -3.2072 8.8260 13.2224
C: -8.9431 5.1546 16.3713
C: -3.4033 7.6187 11.0682
C: -5.9787 4.4153 14.1520
C: -9.7227 5.8080 14.0971
C: -6.6785 12.2232 15.4109
C: -9.5222 8.7124 15.4833
C: -4.8819 8.6590 14.9182
C: -7.4486 10.4526 13.3531
C: -5.1868 7.5100 12.9128
C: -4.1421 3.1242 12.5301
C: -6.6123 12.6016 14.0832
C: -3.6978 9.2228 14.4449
C: -5.4922 2.9055 12.2774
C: -7.6547 10.0542 14.7062
C: -7.7655 4.2838 15.8022
C: -7.2819 10.9719 15.7361
C: -4.6127 4.5030 14.3791
C: -7.1170 11.7541 13.0737
C: -3.6806 3.9529 13.5197
C: -9.9537 7.3634 16.0483
C: -4.0051 7.9756 12.4218
C: -6.4031 3.4868 13.1456
H: -9.8395 7.4345 17.1597
H: -9.0200 5.0824 13.6600
H: -5.8964 6.8707 12.4191
H: -9.7108 9.4985 16.2434
H: -9.8848 6.7454 13.5441
H: -7.1766 3.9681 16.7336
H: -3.5809 6.1830 9.6205
H: -9.9039 4.5412 16.5196
H: -4.6402 5.9265 10.9016
H: -8.0165 3.2809 15.3820
H: -2.3029 9.2126 12.7950
H: -3.2171 9.9182 15.1300
H: -10.1308 9.0964 14.6227
H: -5.2091 8.7984 15.9864
H: -10.7177 5.3254 14.3441
H: -8.6419 5.5120 17.3743
H: -11.0786 7.3106 15.9035

These are the Löwdin partial charges, in e, on atoms 1 to 2: atom 1 (Os): 1.66, atom 2 (F): 0.16

=====

The following is a DFT calculation (wB97M-V/def2-TZVPD) of a molecular structure, C23H17IrN4O8SSe at a distorted geometry.

As for the charge: -1. Its spin multiplicity is 2. The value obtained for the energy above the lowest of the compared OMol25 structures with the same formula, charge and spin is 46.91 kJ/mol. Its frontier orbital gap (spin up / spin down) is 7.44 / 6.24 eV.

Cartesian coordinates (Å):
Ir: -0.5356 0.0291 -0.4649
Se: -2.3187 1.3350 -2.8349
S: 0.4805 1.2496 -2.1600
O: -2.3775 0.6157 -1.3284
O: 0.3078 -2.5378 0.6251
O: -0.2184 5.6192 3.4349
O: -2.1196 0.2020 -3.9586
O: 1.0386 -4.6346 0.2140
O: -3.4870 2.4005 -3.0094
O: -2.3470 4.9774 3.8862
O: -0.8212 2.2333 -2.6833
N: -0.7015 -1.4916 -1.9655
N: 1.3675 0.2313 0.3452
N: -0.7166 1.4504 0.8907
N: -2.0896 -0.6731 0.9125
C: -3.9305 -2.0525 1.4744
C: 2.1286 -3.6165 -2.1821
C: 1.9408 -2.8414 -1.0414
C: 2.8238 -3.1281 -3.2798
C: -1.8869 1.6168 1.5115
C: 1.5865 1.4681 0.7866
C: 2.5159 -1.5642 -0.9928
C: 1.0219 -3.4080 0.0625
C: -2.6674 -1.8707 0.9417
C: -1.0340 3.6366 2.4706
C: 3.2348 -1.0930 -2.0864
C: 3.8189 -0.1141 0.5228
C: -3.9928 0.2862 1.9836
C: 0.2136 3.3418 1.9277
C: 2.8557 1.9872 1.0620
C: -1.2183 4.8857 3.3774
C: 0.3490 2.1986 1.1634
C: 3.3703 -1.8564 -3.2363
C: 2.4783 -0.7230 0.2838
C: 3.9917 1.1778 0.8768
C: -2.0830 2.7333 2.3003
C: -4.6068 -0.9537 1.9859
C: -2.7238 0.3948 1.4405
H: -1.5401 -2.0294 -1.7685
H: 1.0376 3.9974 2.1743
H: 3.9103 -1.4602 -4.0868
H: -5.6016 -1.0649 2.3967
H: -2.9954 2.9241 2.8492
H: -4.3679 -3.0403 1.4870
H: 3.6875 -0.1083 -2.0408
H: 2.9392 -3.7400 -4.1660
H: 0.0793 -2.1380 -2.0181
H: 4.6643 -0.7819 0.4179
H: 2.9420 2.9903 1.4522
H: -0.8403 -1.0563 -2.8805
H: 1.7078 -4.6138 -2.1793
H: 4.9796 1.5803 1.0554
H: -4.4787 1.1589 2.3957
H: 2.2892 -1.4450 1.0940
H: -2.0610 -2.6841 0.5609

These are the Löwdin partial charges, in e, on atoms 1 to 2: atom 1 (Ir): 1.22, atom 2 (Se): 0.86

=====

The following is a DFT calculation (wB97M-V/def2-TZVPD) of a molecular structure, C23H17IrN7O2S2Se at a distorted geometry.

As for the charge: +2. Its spin multiplicity is 2. Its frontier orbital gap (spin up / spin down) is 5.91 / 5.40 eV.

Cartesian coordinates (Å):
Ir: -0.4878 1.2127 0.2587
Se: 5.0954 -2.8872 -3.5376
S: -0.1533 2.7308 2.5698
S: 0.4585 0.6121 4.7178
O: -3.7505 0.8984 1.5409
O: -0.3146 2.8722 -1.6861
N: 5.1082 -1.4805 -2.4999
N: -2.9248 1.3763 0.5563
N: -0.2861 0.1453 2.2684
N: -1.3062 2.6301 -0.9565
N: 3.3518 -3.0332 -3.4197
N: 1.7766 1.0259 -0.0640
N: -0.1246 -0.6302 -1.0731
C: 3.5157 -0.0969 -1.2727
C: 4.4441 0.8433 -0.8160
C: -0.0835 -1.0762 2.8148
C: 3.8787 -1.1892 -2.1283
C: 2.8765 -2.0737 -2.6505
C: 1.1534 -0.8410 -1.4328
C: 2.1645 0.0439 -0.8945
C: 0.3433 -1.0273 4.1747
C: -4.9057 2.5934 -0.2011
C: -1.0859 -1.3717 -1.5971
C: 0.4403 -3.3977 4.2372
C: -0.8410 -2.3769 -2.5258
C: 2.6644 1.9017 0.3699
C: -2.5859 2.7267 -1.2840
C: -0.0402 1.1355 3.1213
C: -3.0252 3.2697 -2.5903
C: -3.4770 2.2169 -0.2737
C: -0.2528 -2.3131 2.1850
C: 4.0061 1.8637 -0.0002
C: 0.0126 -3.4563 2.9002
C: 1.4909 -1.8738 -2.3354
C: 0.4633 -2.6403 -2.8937
C: 0.6077 -2.1916 4.8855
H: -0.5799 -2.3439 1.1585
H: -2.1569 3.4673 -3.2167
H: -5.1639 3.3426 -0.9416
H: -0.1065 -4.4216 2.4321
H: -3.2498 0.2628 2.0745
H: -5.1262 2.9729 0.7986
H: 0.9293 -2.1429 5.9143
H: -1.6591 -2.9330 -2.9488
H: 0.6364 -4.3172 4.7654
H: -3.5752 4.2043 -2.4581
H: -5.5338 1.7108 -0.3416
H: 5.4726 0.7547 -1.1277
H: 0.7117 -3.4147 -3.6019
H: 4.6808 2.6238 0.3536
H: -2.0911 -1.1593 -1.2598
H: 2.2994 2.6785 1.0276
H: -3.6946 2.5729 -3.0959

These are the Löwdin partial charges, in e, on atoms 1 to 2: atom 1 (Ir): 1.33, atom 2 (Se): 1.26